Here is a cluster of 24 separate species, C72H168N24O24 in total in a non-equilibrium geometry from the Open Molecules 2025 dataset. Energies are from wB97M-V/def2-TZVPD.

Computed properties:
Molecular weight   1754.3 g mol⁻¹
Net charge   0
Highest occupied orbital energy   -8.47 eV

Positions of all 288 atoms, in Å:
C: -8.656 1.859 -5.738
C: -7.555 1.323 -4.844
O: -6.643 2.004 -4.416
N: -7.650 -0.014 -4.653
C: -6.514 -0.844 -4.206
H: -9.225 1.034 -6.167
H: -8.268 2.558 -6.479
H: -9.332 2.392 -5.069
H: -8.541 -0.427 -4.418
H: -6.754 -1.667 -3.532
H: -5.736 -0.187 -3.818
H: -6.029 -1.332 -5.052
C: 5.689 -4.791 0.984
C: 5.711 -4.063 -0.372
O: 6.529 -4.549 -1.228
N: 4.972 -2.982 -0.485
C: 4.687 -2.309 -1.749
H: 6.492 -4.388 1.601
H: 5.909 -5.858 0.951
H: 4.725 -4.524 1.418
H: 4.798 -2.505 0.388
H: 4.553 -1.229 -1.682
H: 3.804 -2.801 -2.156
H: 5.542 -2.480 -2.402
C: -5.773 5.256 3.836
C: -5.408 3.842 3.619
O: -5.727 2.962 4.434
N: -4.688 3.646 2.510
C: -4.339 2.314 2.141
H: -6.806 5.320 3.496
H: -5.240 6.083 3.367
H: -5.673 5.572 4.874
H: -4.322 4.464 2.044
H: -5.270 1.748 2.106
H: -3.561 2.108 2.876
H: -3.994 2.266 1.108
C: -1.350 4.236 4.770
C: -1.439 5.685 4.268
O: -0.490 6.315 3.828
N: -2.562 6.236 4.548
C: -2.828 7.642 4.298
H: -2.259 3.655 4.615
H: -1.098 4.269 5.829
H: -0.458 3.744 4.382
H: -3.244 5.617 4.963
H: -2.509 7.796 3.267
H: -2.354 8.288 5.038
H: -3.904 7.803 4.230
C: -4.140 7.694 0.683
C: -3.624 6.456 0.021
O: -3.306 5.426 0.642
N: -3.291 6.376 -1.277
C: -3.257 7.634 -2.111
H: -5.100 7.436 1.132
H: -4.381 8.494 -0.017
H: -3.549 8.133 1.487
H: -2.953 5.484 -1.606
H: -3.158 7.365 -3.163
H: -2.492 8.317 -1.742
H: -4.289 7.974 -2.037
C: -2.880 2.716 -4.502
C: -3.451 3.206 -3.168
O: -2.656 3.449 -2.297
N: -4.791 3.369 -3.072
C: -5.467 3.858 -1.862
H: -2.225 3.535 -4.797
H: -3.567 2.608 -5.341
H: -2.316 1.785 -4.443
H: -5.415 2.772 -3.597
H: -6.036 4.736 -2.168
H: -4.667 4.176 -1.193
H: -6.123 3.121 -1.397
C: -0.255 -4.753 -1.785
C: 1.235 -4.664 -2.344
O: 2.207 -4.526 -1.574
N: 1.395 -4.687 -3.712
C: 2.778 -4.541 -4.309
H: -0.483 -3.714 -1.545
H: -0.741 -5.233 -0.936
H: -0.943 -5.012 -2.591
H: 0.684 -4.914 -4.392
H: 3.230 -3.550 -4.263
H: 2.790 -4.737 -5.381
H: 3.488 -5.270 -3.919
C: 7.075 -0.991 1.103
C: 5.697 -0.460 1.648
O: 4.728 -1.093 1.400
N: 5.552 0.676 2.287
C: 6.593 1.597 2.629
H: 6.978 -1.185 0.035
H: 7.277 -1.923 1.631
H: 7.956 -0.351 1.160
H: 4.641 0.916 2.652
H: 6.387 2.227 3.494
H: 6.737 2.202 1.734
H: 7.565 1.145 2.825
C: 4.229 -4.217 4.231
C: 5.081 -5.201 4.969
O: 6.278 -5.121 4.861
N: 4.477 -6.092 5.723
C: 5.148 -7.040 6.572
H: 3.901 -4.691 3.306
H: 4.801 -3.296 4.116
H: 3.411 -3.927 4.890
H: 3.471 -6.127 5.804
H: 4.690 -7.413 7.488
H: 6.175 -6.761 6.807
H: 5.355 -7.919 5.963
C: 3.646 -2.872 8.171
C: 4.596 -2.063 7.303
O: 5.820 -1.920 7.538
N: 4.182 -1.602 6.117
C: 4.966 -0.789 5.167
H: 3.977 -3.831 8.570
H: 2.730 -3.090 7.621
H: 3.257 -2.268 8.990
H: 3.297 -1.968 5.797
H: 5.986 -0.581 5.489
H: 4.620 0.209 4.896
H: 5.008 -1.238 4.174
C: -3.678 -2.802 2.021
C: -4.188 -3.696 3.142
O: -4.864 -4.695 2.815
N: -3.916 -3.310 4.352
C: -4.221 -4.037 5.586
H: -3.591 -1.772 2.366
H: -4.315 -2.752 1.139
H: -2.635 -2.848 1.707
H: -3.462 -2.408 4.311
H: -5.218 -4.471 5.502
H: -4.048 -3.358 6.421
H: -3.615 -4.895 5.877
C: 0.367 -3.845 5.892
C: 0.630 -4.701 4.641
O: 1.107 -5.777 4.753
N: 0.322 -4.171 3.520
C: 0.330 -4.670 2.186
H: 1.134 -3.188 6.301
H: 0.267 -4.612 6.661
H: -0.486 -3.175 5.787
H: 0.096 -3.195 3.648
H: 0.149 -5.745 2.178
H: 1.277 -4.451 1.691
H: -0.460 -4.405 1.484
C: -1.864 0.772 -0.047
C: -0.975 -0.465 -0.411
O: -1.412 -1.588 -0.519
N: 0.353 -0.148 -0.337
C: 1.512 -1.075 -0.573
H: -2.872 0.594 -0.423
H: -1.502 1.646 -0.589
H: -1.927 0.949 1.027
H: 0.637 0.804 -0.156
H: 1.759 -0.771 -1.590
H: 1.181 -2.107 -0.687
H: 2.225 -1.198 0.243
C: -2.917 -0.277 -6.404
C: -2.242 -1.203 -5.437
O: -2.733 -2.199 -4.936
N: -1.007 -0.934 -5.207
C: -0.094 -1.749 -4.420
H: -2.353 -0.455 -7.320
H: -2.673 0.781 -6.305
H: -3.975 -0.535 -6.451
H: -0.523 -0.290 -5.816
H: 0.937 -1.554 -4.714
H: -0.446 -2.775 -4.531
H: -0.097 -1.587 -3.342
C: 4.758 -0.245 -5.669
C: 4.972 -1.751 -5.889
O: 4.259 -2.382 -6.621
N: 6.095 -2.260 -5.310
C: 6.555 -3.631 -5.556
H: 3.830 -0.079 -6.216
H: 5.587 0.331 -6.080
H: 4.737 -0.054 -4.596
H: 6.618 -1.540 -4.832
H: 7.378 -4.087 -5.005
H: 6.821 -3.690 -6.612
H: 5.671 -4.268 -5.564
C: -4.789 -5.613 -4.402
C: -4.738 -4.932 -3.064
O: -5.071 -5.578 -2.023
N: -4.386 -3.599 -3.070
C: -4.087 -2.908 -1.833
H: -3.966 -5.406 -5.086
H: -5.650 -5.292 -4.988
H: -4.806 -6.698 -4.291
H: -4.072 -3.142 -3.914
H: -3.898 -1.839 -1.932
H: -3.174 -3.206 -1.318
H: -4.863 -3.033 -1.078
C: 3.498 5.771 5.352
C: 3.838 4.851 4.177
O: 4.867 4.155 4.192
N: 3.019 4.859 3.096
C: 3.257 4.067 1.831
H: 2.439 5.624 5.564
H: 3.852 6.776 5.121
H: 4.121 5.386 6.160
H: 2.182 5.417 3.185
H: 3.594 3.061 2.079
H: 3.957 4.634 1.216
H: 2.404 4.000 1.156
C: 2.465 2.617 -6.028
C: 0.968 2.451 -6.320
O: 0.256 1.706 -5.643
N: 0.452 3.215 -7.318
C: -0.855 3.058 -8.012
H: 2.694 2.018 -5.147
H: 2.719 3.651 -5.798
H: 3.026 2.191 -6.861
H: 1.110 3.795 -7.818
H: -1.446 2.197 -7.700
H: -0.747 3.040 -9.097
H: -1.469 3.907 -7.710
C: -0.426 -10.547 1.103
C: 0.887 -9.842 1.196
O: 1.957 -10.484 1.409
N: 0.840 -8.558 1.160
C: 2.088 -7.660 1.017
H: -1.127 -10.321 1.907
H: -0.442 -11.631 0.996
H: -0.947 -10.064 0.277
H: -0.042 -8.090 1.005
H: 2.585 -8.049 0.128
H: 2.929 -7.709 1.710
H: 1.759 -6.623 0.944
C: -8.548 -1.407 0.252
C: -8.439 -1.362 1.771
O: -9.385 -1.458 2.535
N: -7.217 -1.268 2.276
C: -6.827 -1.127 3.587
H: -8.474 -0.392 -0.138
H: -9.520 -1.732 -0.120
H: -7.918 -1.997 -0.412
H: -6.487 -1.380 1.586
H: -5.754 -1.309 3.648
H: -7.420 -1.791 4.215
H: -6.935 -0.080 3.871
C: 1.054 3.250 -2.433
C: 1.072 3.132 -0.948
O: 1.713 2.274 -0.464
N: 0.208 3.886 -0.367
C: -0.177 3.767 1.075
H: 2.015 3.518 -2.874
H: 0.323 3.907 -2.904
H: 0.855 2.225 -2.746
H: -0.462 4.255 -1.027
H: -1.226 3.536 0.890
H: -0.165 4.732 1.580
H: 0.302 3.029 1.719
C: -0.048 6.906 -3.119
C: 1.412 7.085 -3.554
O: 1.968 8.178 -3.291
N: 2.011 6.040 -4.200
C: 3.431 6.141 -4.469
H: -0.241 5.869 -2.844
H: -0.770 7.252 -3.858
H: -0.214 7.718 -2.411
H: 1.591 5.139 -4.376
H: 3.763 5.446 -5.241
H: 3.878 5.856 -3.517
H: 3.791 7.149 -4.678
C: -1.665 -0.729 6.809
C: -1.504 -0.284 5.311
O: -2.352 -0.588 4.457
N: -0.313 0.143 4.970
C: -0.050 0.503 3.535
H: -0.764 -0.922 7.390
H: -2.270 -1.634 6.857
H: -2.242 -0.002 7.380
H: 0.437 0.159 5.646
H: -0.611 1.375 3.198
H: -0.336 -0.326 2.888
H: 0.933 0.922 3.317
C: 7.497 2.604 -4.092
C: 6.025 2.663 -3.584
O: 5.124 2.679 -4.412
N: 5.848 2.796 -2.341
C: 4.522 2.714 -1.718
H: 7.482 2.594 -5.182
H: 7.957 1.687 -3.724
H: 8.214 3.308 -3.670
H: 6.649 3.231 -1.906
H: 4.038 3.690 -1.679
H: 4.576 2.248 -0.734
H: 3.883 2.013 -2.255


Here is a cluster of 2 separate species, C3H11NOS2 in total in a non-equilibrium geometry from the Open Molecules 2025 dataset. Energies are from wB97M-V/def2-TZVPD.

Computed properties:
Molecular weight   141.3 g mol⁻¹
Net charge   0
Structure (SMILES)   C[C@@H](N)CSS.O
Highest occupied orbital energy   -8.72 eV

Positions of all 18 atoms, in Å:
C: -2.090 -1.121 0.583
C: -0.762 -0.336 0.619
N: 0.144 -0.860 1.636
C: -0.169 -0.191 -0.792
S: 0.227 1.536 -1.205
S: 0.366 1.195 -3.275
H: -1.927 -1.901 -0.156
H: -2.339 -1.552 1.551
H: -2.908 -0.442 0.353
H: -0.962 0.683 0.974
H: 1.029 -0.360 1.624
H: 0.356 -1.845 1.610
H: 0.663 -0.884 -0.922
H: -0.944 -0.462 -1.515
H: 1.446 1.997 -3.500
O: 2.567 1.377 1.121
H: 2.117 1.085 0.334
H: 3.187 2.080 0.957


Here is a cluster of 2 separate species, C22H22O4 in total in a non-equilibrium geometry from the Open Molecules 2025 dataset. Energies are from wB97M-V/def2-TZVPD.

Computed properties:
Molecular weight   350.4 g mol⁻¹
Net charge   0
Highest occupied orbital energy   -6.25 eV

Positions of all 48 atoms, in Å:
C: -1.168 -0.206 3.572
C: -1.265 1.139 2.960
C: 0.010 1.816 2.597
C: 0.198 3.279 2.893
O: 0.912 1.166 2.046
C: -2.515 1.859 2.822
C: -3.795 1.275 3.375
O: -2.588 2.935 2.196
H: -2.063 -0.817 3.383
H: -0.290 -0.720 3.160
H: -1.026 -0.140 4.667
H: -0.730 3.829 2.726
H: 0.522 3.396 3.937
H: 0.983 3.664 2.240
H: -3.728 0.215 3.631
H: -4.055 1.850 4.273
H: -4.596 1.429 2.644
C: 5.335 -4.173 -3.233
O: 4.442 -4.388 -2.119
C: 3.418 -3.513 -1.942
C: 2.636 -3.678 -0.774
C: 1.659 -2.758 -0.464
C: 1.400 -1.639 -1.298
C: 0.370 -0.684 -0.982
O: 0.218 0.289 -1.925
C: -0.851 1.164 -1.841
C: -1.716 1.156 -0.726
C: -2.767 2.111 -0.734
C: -2.997 2.909 -1.839
C: -2.151 2.828 -2.961
C: -1.041 1.988 -2.942
C: -1.487 0.192 0.276
C: -0.462 -0.729 0.128
C: 2.159 -1.514 -2.488
C: 3.137 -2.437 -2.823
H: 6.080 -4.957 -3.126
H: 4.803 -4.279 -4.188
H: 5.812 -3.183 -3.178
H: 2.847 -4.527 -0.130
H: 1.065 -2.883 0.440
H: -3.375 2.208 0.160
H: -3.837 3.605 -1.834
H: -2.359 3.433 -3.844
H: -0.337 1.927 -3.772
H: -2.218 0.066 1.073
H: -0.289 -1.488 0.886
H: 1.987 -0.685 -3.173
H: 3.713 -2.327 -3.747


Here is a cluster of 2 separate species, C4H7ClP in total in a non-equilibrium geometry from the Open Molecules 2025 dataset. Energies are from wB97M-V/def2-TZVPD.

Computed properties:
Molecular weight   121.5 g mol⁻¹
Net charge   +1
Highest occupied orbital energy (alpha / beta)   -12.07 / -14.07 eV

Positions of all 13 atoms, in Å:
C: 0.604 -0.721 1.519
C: 0.544 -1.508 0.511
C: 0.137 -2.486 -0.467
C: -1.642 3.144 -0.541
P: 0.870 0.516 0.056
Cl: 2.834 0.758 0.335
H: 1.142 -0.687 2.457
H: -0.577 -2.262 -1.281
H: -0.147 -3.265 0.240
H: 0.909 -2.939 -1.246
H: -1.734 2.911 0.461
H: -1.964 2.565 -1.445
H: -0.975 3.975 -0.600


Here is an isolated molecule of C5H10O from the Open Molecules 2025 dataset. Energies are from wB97M-V/def2-TZVPD.

Computed properties:
Molecular weight   86.1 g mol⁻¹
Net charge   0
Structure (SMILES)   C[C@H]1CCOC1
Highest occupied orbital energy   -9.70 eV

Positions of all 16 atoms, in Å:
C: 1.890 -0.053 -0.004
C: 0.466 0.476 0.151
C: -0.433 0.190 -1.078
C: -1.715 -0.381 -0.459
O: -1.304 -1.000 0.746
C: -0.354 -0.124 1.313
H: 2.463 0.576 -0.697
H: 2.425 -0.060 0.953
H: 1.891 -1.074 -0.404
H: 0.510 1.552 0.347
H: -0.623 1.086 -1.677
H: 0.035 -0.546 -1.743
H: -2.218 -1.132 -1.076
H: -2.431 0.432 -0.247
H: -0.860 0.711 1.833
H: 0.233 -0.676 2.054


Here is a cluster of 2 separate species, H2IN3 in total in a non-equilibrium geometry from the Open Molecules 2025 dataset. Energies are from wB97M-V/def2-TZVPD.

Computed properties:
Molecular weight   170.9 g mol⁻¹
Net charge   0
Highest occupied orbital energy   -9.61 eV

Positions of all 6 atoms, in Å:
N: 0.986 0.924 0.016
N: -0.094 1.017 -0.253
N: 2.051 0.730 0.507
I: -2.416 -0.593 -0.729
H: 2.362 -0.163 0.345
H: -2.889 -1.914 0.113


Here is a structure of composition C11H13BrMnO3S in a non-equilibrium geometry from the Open Molecules 2025 dataset. Energies are from wB97M-V/def2-TZVPD.

Computed properties:
2S+1   5
Molecular weight   360.1 g mol⁻¹
<S²>   6.315
Net charge   -1
Highest occupied orbital energy (alpha / beta)   -3.85 / -4.48 eV

Positions of all 30 atoms, in Å:
C: -0.922 -0.828 -2.422
C: -0.971 -1.816 -1.429
C: -1.684 -1.281 -0.327
H: -0.511 -2.786 -1.468
C: -2.089 0.025 -0.658
C: -1.592 0.326 -1.934
H: -1.711 1.262 -2.450
H: -0.447 -0.922 -3.382
H: -1.844 -1.768 0.616
H: -2.624 0.697 -0.016
Mn: 0.253 -0.069 -0.602
Br: 1.060 -1.913 0.978
C: 2.221 1.075 -0.249
C: 1.400 1.842 -1.111
C: 1.238 1.117 -2.300
H: 0.947 2.786 -0.871
C: 1.944 -0.109 -2.171
C: 2.575 -0.109 -0.919
H: 3.169 -0.906 -0.514
H: 2.483 1.327 0.761
H: 0.668 1.429 -3.156
H: 1.999 -0.895 -2.903
C: -0.412 -0.278 4.153
S: -0.931 0.513 2.605
O: -2.283 -0.016 2.128
O: -1.288 1.977 2.899
O: 0.254 0.624 1.329
H: -1.056 0.071 4.986
H: 0.638 0.005 4.372
H: -0.486 -1.381 4.053


Here is a structure of composition C32H31F3N7O3SV from the Open Molecules 2025 dataset. Energies are from wB97M-V/def2-TZVPD.

Computed properties:
2S+1   4
Molecular weight   701.7 g mol⁻¹
<S²>   3.791
Net charge   +1
Highest occupied orbital energy (alpha / beta)   -7.19 / -10.04 eV

Positions of all 78 atoms, in Å:
V: 3.041 0.346 -0.486
F: 8.365 -0.723 -1.259
C: 7.386 0.190 -1.135
C: 6.076 -0.240 -1.044
C: 5.054 0.691 -0.911
C: 5.380 2.061 -0.891
C: 6.717 2.434 -0.977
F: 7.077 3.735 -0.946
C: 7.742 1.520 -1.099
C: 4.251 3.012 -0.801
C: 4.337 4.405 -0.836
C: 3.183 5.159 -0.776
C: 1.949 4.535 -0.683
C: 1.928 3.158 -0.650
N: 3.041 2.419 -0.708
H: 5.889 -1.306 -1.051
H: 8.772 1.839 -1.163
H: 5.299 4.882 -0.910
H: 3.249 6.239 -0.803
H: 1.025 5.092 -0.635
H: 1.006 2.597 -0.581
F: -3.351 0.025 -3.002
C: -2.960 -0.015 -1.697
C: -1.615 0.112 -1.426
C: -1.169 0.129 -0.079
C: 0.193 0.214 0.251
O: 1.062 0.245 -0.764
C: 0.577 0.234 1.636
C: -0.407 0.167 2.570
N: -1.735 0.110 2.273
C: -2.697 0.021 3.337
C: -2.531 0.914 4.527
C: -3.637 1.175 3.545
C: -2.169 0.036 0.946
C: -3.496 -0.134 0.630
C: -3.923 -0.164 -0.722
N: -5.328 -0.300 -0.967
C: -6.076 0.930 -0.790
C: -7.542 0.615 -0.583
N: -8.029 -0.174 -1.776
C: -7.205 -1.424 -1.987
C: -5.756 -1.014 -2.149
C: 1.964 0.340 2.222
O: 2.142 0.359 3.418
O: 2.954 0.456 1.361
H: -0.919 0.256 -2.238
H: -0.150 0.172 3.618
H: -3.087 -0.977 3.509
H: -1.696 1.599 4.520
H: -2.779 0.503 5.495
H: -3.515 2.019 2.881
H: -4.653 0.951 3.839
H: -4.236 -0.268 1.405
H: -5.963 1.613 -1.652
H: -5.708 1.462 0.087
H: -8.166 1.503 -0.501
H: -7.689 -0.032 0.281
H: -7.946 0.412 -2.610
H: -9.017 -0.405 -1.676
H: -7.604 -1.925 -2.868
H: -7.357 -2.039 -1.101
H: -5.650 -0.428 -3.076
H: -5.154 -1.912 -2.276
C: 4.190 -5.334 1.854
C: 4.876 -4.713 0.640
C: 3.984 -3.755 -0.082
N: 3.997 -2.489 0.114
N: 3.052 -1.820 -0.637
C: 2.329 -2.619 -1.384
N: 1.353 -2.171 -2.209
S: 2.773 -4.273 -1.220
H: 4.868 -6.019 2.362
H: 3.300 -5.895 1.567
H: 3.891 -4.562 2.561
H: 5.211 -5.490 -0.051
H: 5.757 -4.148 0.943
H: 0.958 -1.270 -1.927
H: 0.719 -2.846 -2.599


The records above give, respectively, calculated total energy values of -5964.2217 -1047.2513 -1152.3930 -957.6801 -271.7342 -463.0701 -4775.8479 -3488.6311 Ha.